(1)
C29H70Cl10O6 | the ωB97M-V functional and the def2-TZVPD basis

Geometry (Å):
C1 15.581 19.441 16.996
Cl1 14.808 20.559 15.869
Cl2 16.803 18.284 16.282
H1 16.243 20.072 17.614
H2 14.792 18.809 17.400
C2 13.367 13.039 14.033
Cl3 13.917 11.425 13.599
Cl4 14.063 13.695 15.547
H3 13.694 13.600 13.142
H4 12.286 13.044 14.031
C3 16.875 18.577 9.655
Cl5 17.179 16.944 10.300
Cl6 15.250 18.768 9.086
H5 17.015 19.243 10.494
H6 17.531 18.834 8.809
C4 17.533 21.509 13.778
Cl7 18.431 22.008 15.225
Cl8 18.083 19.927 13.127
H7 16.505 21.354 13.999
H8 17.575 22.210 12.996
C5 7.904 14.178 14.802
Cl9 6.285 14.139 14.186
Cl10 9.058 12.952 14.093
H9 8.364 15.179 14.593
H10 8.019 13.911 15.842
C6 5.524 12.637 7.865
C7 6.153 12.665 9.278
O1 7.499 13.048 9.123
C8 8.207 12.955 10.352
C9 9.652 13.260 10.152
H11 4.465 12.350 7.896
H12 5.404 13.662 7.536
H13 6.033 11.953 7.180
H14 5.552 13.345 9.854
H15 6.110 11.653 9.718
H16 7.718 13.621 11.123
H17 7.988 11.916 10.809
H18 10.216 13.223 11.093
H19 9.744 14.220 9.581
H20 10.004 12.526 9.487
C10 14.468 10.978 9.157
C11 15.760 11.686 9.188
O2 15.752 12.576 10.300
C12 17.067 12.932 10.634
C13 16.967 13.789 11.907
H21 13.754 11.664 8.791
H22 14.466 10.030 8.558
H23 14.066 10.680 10.138
H24 16.563 10.995 9.332
H25 15.977 12.286 8.244
H26 17.663 12.025 10.882
H27 17.517 13.465 9.766
H28 16.585 13.114 12.665
H29 16.135 14.555 11.750
H30 17.858 14.349 12.203
C14 10.912 9.714 11.978
C15 10.776 8.875 10.760
O3 9.925 9.604 9.871
C16 9.593 8.784 8.648
C17 9.159 9.750 7.615
H31 10.021 9.673 12.568
H32 11.786 9.484 12.577
H33 10.970 10.749 11.660
H34 11.785 8.763 10.278
H35 10.384 7.835 10.896
H36 10.485 8.284 8.303
H37 8.847 8.030 8.925
H38 9.127 9.261 6.602
H39 10.030 10.422 7.503
H40 8.244 10.262 7.788
C18 14.727 22.245 11.455
C19 14.049 21.032 12.105
O4 13.163 21.437 13.202
C20 12.162 20.465 13.425
C21 11.198 20.977 14.525
H41 15.334 22.031 10.598
H42 13.883 22.863 11.037
H43 15.265 22.845 12.222
H44 13.411 20.491 11.406
H45 14.790 20.331 12.480
H46 11.626 20.337 12.437
H47 12.599 19.422 13.676
H48 11.728 20.822 15.527
H49 10.287 20.455 14.562
H50 10.981 22.029 14.425
C22 11.070 16.721 16.551
C23 11.126 16.338 15.115
O5 9.977 16.816 14.488
C24 10.087 16.529 13.087
C25 9.023 17.404 12.313
H51 11.349 17.724 16.632
H52 10.078 16.641 16.966
H53 11.677 16.079 17.156
H54 12.006 16.719 14.590
H55 11.238 15.285 14.987
H56 11.093 16.790 12.741
H57 9.963 15.418 12.976
H58 8.015 17.088 12.628
H59 9.146 17.255 11.155
H60 9.179 18.414 12.670
C26 13.026 14.527 10.380
C27 13.564 15.935 10.569
O6 13.807 16.069 11.976
C28 14.171 17.394 12.360
C29 14.918 17.347 13.636
H61 13.664 13.783 10.813
H62 12.062 14.536 10.828
H63 12.911 14.366 9.268
H64 14.475 16.090 9.972
H65 12.864 16.763 10.269
H66 14.680 17.797 11.512
H67 13.194 17.883 12.452
H68 15.105 18.321 14.060
H69 15.838 16.662 13.415
H70 14.263 16.864 14.356

Calculated values
**Structure (SMILES)**: CCOCC.CCOCC.CCOCC.CCOCC.CCOCC.CCOCC.ClCCl.ClCCl.ClCCl.ClCCl.ClCCl
**Kohn-Sham gap**: 9.923 eV
**E_LUMO**: 0.5 eV
**Charge**: 0

Results of the Löwdin charge analysis, in e, for atoms 1 through 6:
1 C -0.915
2 Cl 0.596
3 Cl 0.486
4 H 0.025
5 H 0.025
6 C -1.016

=====

(2)
C4H21N2O4 | the ωB97M-V functional and the def2-TZVPD basis

Geometry (Å):
N1 0.071 -0.661 0.669
C1 -0.561 0.721 0.839
C2 -0.635 1.017 2.320
C3 -1.847 0.874 0.009
N2 -1.365 1.252 -1.368
C4 -2.374 1.636 -2.327
H1 -0.425 -1.439 1.180
H2 -0.061 -0.876 -0.312
H3 1.111 -0.666 0.851
H4 0.104 1.427 0.302
H5 0.091 1.808 2.606
H6 -0.257 0.184 2.934
H7 -1.666 1.189 2.637
H8 -2.283 -0.116 -0.230
H9 -2.521 1.609 0.453
H10 -0.797 2.114 -1.295
H11 -2.161 1.169 -3.298
H12 -3.379 1.359 -2.049
H13 -2.331 2.696 -2.560
H14 1.183 -3.309 -0.887
H15 1.854 -2.947 -2.131
O1 1.395 -2.517 -1.403
H16 1.990 0.680 -1.472
H17 3.072 1.337 -2.307
O2 2.759 1.242 -1.377
H18 3.572 0.255 1.623
H19 3.025 0.455 0.168
O3 2.918 -0.061 0.999
H20 -2.205 -2.087 2.005
H21 -1.596 -3.426 1.627
O4 -1.369 -2.510 1.783

Calculated values
**Kohn-Sham gap**: 9.729 eV
**E_LUMO**: -2.8 eV
**Charge**: +1
**ΔE to the lowest compared entry with this formula, charge and spin**: 135.5 kJ/mol

Results of the Löwdin charge analysis, in e, for atoms 1 through 6:
1 N 0.179
2 C -0.327
3 C -0.033
4 C -0.161
5 N -0.143
6 C -0.132

=====

(3)
C3H8N2OS2 | the ωB97M-V functional and the def2-TZVPD basis

Geometry (Å):
C1 -1.681 1.359 0.775
C2 0.464 0.548 -0.239
C3 0.988 -1.865 0.249
H1 -1.873 2.200 0.093
H2 -1.168 1.736 1.667
H3 -2.581 0.891 1.112
H4 -1.927 0.292 -1.991
H5 1.844 -2.167 0.867
H6 0.920 -2.426 -0.666
H7 0.023 -1.966 0.805
H8 2.733 0.563 -0.599
N1 -0.934 0.318 0.098
N2 1.283 -0.514 -0.104
O1 2.609 -0.383 -0.431
S1 -1.762 -0.654 -0.987
S2 1.061 2.070 -0.650

Calculated values
**Structure (SMILES)**: CN(O)C(=S)N(C)S
**Kohn-Sham gap**: 9.134 eV
**E_LUMO**: 0.5 eV
**Charge**: 0
**ΔE to the lowest compared entry with this formula, charge and spin**: 270.3 kJ/mol

Results of the Löwdin charge analysis, in e, for atoms 1 through 6:
1 C -0.169
2 C -0.808
3 C -0.041
4 H 0.073
5 H 0.089
6 H 0.061

=====

(4)
C34H42N3O5OsS2Si | the ωB97M-V functional and the def2-TZVPD basis

Geometry (Å):
Os1 -0.297 -0.879 0.364
O1 2.790 -2.965 -0.500
S1 1.982 -1.851 -0.870
O2 0.502 -2.094 -1.079
N1 1.874 -0.700 0.264
C1 2.511 -1.069 1.481
C2 3.836 -0.918 1.773
C3 4.348 -1.399 2.999
C4 3.543 -2.034 3.900
C5 2.167 -2.214 3.619
C6 1.260 -2.888 4.463
C7 -0.046 -3.019 4.083
C8 -0.478 -2.455 2.876
N2 0.347 -1.812 2.067
C9 1.670 -1.703 2.411
C10 2.559 -1.197 -2.384
C11 3.902 -0.842 -2.460
C12 4.385 -0.325 -3.647
C13 3.534 -0.185 -4.739
C14 2.205 -0.569 -4.655
C15 1.701 -1.083 -3.467
H1 4.498 -0.446 1.059
H2 5.400 -1.269 3.213
H3 3.942 -2.412 4.832
H4 1.609 -3.299 5.403
H5 -0.769 -3.534 4.698
H6 -1.517 -2.496 2.584
H7 4.555 -0.978 -1.606
H8 5.425 -0.038 -3.727
H9 3.918 0.217 -5.667
H10 1.555 -0.476 -5.514
H11 0.669 -1.398 -3.386
C16 1.562 3.961 -0.136
C17 1.793 2.480 -0.531
C18 2.148 2.420 -2.024
C19 3.049 2.024 0.226
Si1 0.136 1.637 -0.036
C20 -1.237 1.898 -1.372
C21 -1.267 3.346 -1.896
C22 -2.679 1.586 -0.946
C23 -0.888 0.949 -2.529
C24 -0.406 2.069 1.734
C25 0.705 1.958 2.782
C26 -1.419 0.957 1.986
C27 -1.131 3.409 1.910
H12 2.374 4.558 -0.560
H13 1.594 4.093 0.945
H14 0.626 4.383 -0.501
H15 3.094 2.951 -2.172
H16 1.412 2.894 -2.669
H17 2.293 1.396 -2.366
H18 3.799 2.818 0.152
H19 3.467 1.129 -0.226
H20 2.881 1.826 1.283
H21 -1.560 4.055 -1.120
H22 -2.020 3.402 -2.688
H23 -0.326 3.681 -2.324
H24 -3.045 2.263 -0.173
H25 -2.815 0.558 -0.612
H26 -3.323 1.720 -1.820
H27 0.105 1.130 -2.939
H28 -1.615 1.069 -3.339
H29 -0.952 -0.104 -2.233
H30 1.238 1.005 2.729
H31 0.265 2.036 3.781
H32 1.439 2.758 2.687
H33 -1.052 -0.115 1.875
H34 -2.343 1.055 1.433
H35 -1.682 0.868 3.047
H36 -0.444 4.252 1.841
H37 -1.594 3.444 2.902
H38 -1.921 3.556 1.174
O3 -3.260 -1.165 2.101
C28 -3.280 -1.637 0.981
N3 -2.184 -1.670 0.132
S2 -2.470 -2.688 -1.187
O4 -2.223 -1.972 -2.405
O5 -1.810 -3.938 -0.971
C29 -4.188 -2.841 -0.866
C30 -5.143 -3.482 -1.629
C31 -6.437 -3.502 -1.125
C32 -6.743 -2.912 0.100
C33 -5.763 -2.283 0.855
C34 -4.476 -2.253 0.348
H39 -4.896 -3.944 -2.575
H40 -7.220 -3.987 -1.692
H41 -7.760 -2.948 0.465
H42 -5.984 -1.823 1.809

Calculated values
**Kohn-Sham gap**: 7.528 eV
**E_LUMO**: -3.8 eV
**Charge**: +1
**ΔE to the lowest compared entry with this formula, charge and spin**: 0.0 kJ/mol

Results of the Löwdin charge analysis, in e, for atoms 1 through 6:
1 Os 1.303
2 O -0.205
3 S 0.699
4 O -0.437
5 N -0.251
6 C -0.305

=====

> The highest Kohn-Sham gap belongs to which entry?

C29H70Cl10O6

=====

Copy entry 2 word for word.
C4H21N2O4 | the ωB97M-V functional and the def2-TZVPD basis

Geometry (Å):
N1 0.071 -0.661 0.669
C1 -0.561 0.721 0.839
C2 -0.635 1.017 2.320
C3 -1.847 0.874 0.009
N2 -1.365 1.252 -1.368
C4 -2.374 1.636 -2.327
H1 -0.425 -1.439 1.180
H2 -0.061 -0.876 -0.312
H3 1.111 -0.666 0.851
H4 0.104 1.427 0.302
H5 0.091 1.808 2.606
H6 -0.257 0.184 2.934
H7 -1.666 1.189 2.637
H8 -2.283 -0.116 -0.230
H9 -2.521 1.609 0.453
H10 -0.797 2.114 -1.295
H11 -2.161 1.169 -3.298
H12 -3.379 1.359 -2.049
H13 -2.331 2.696 -2.560
H14 1.183 -3.309 -0.887
H15 1.854 -2.947 -2.131
O1 1.395 -2.517 -1.403
H16 1.990 0.680 -1.472
H17 3.072 1.337 -2.307
O2 2.759 1.242 -1.377
H18 3.572 0.255 1.623
H19 3.025 0.455 0.168
O3 2.918 -0.061 0.999
H20 -2.205 -2.087 2.005
H21 -1.596 -3.426 1.627
O4 -1.369 -2.510 1.783

Calculated values
**Kohn-Sham gap**: 9.729 eV
**E_LUMO**: -2.8 eV
**Charge**: +1
**ΔE to the lowest compared entry with this formula, charge and spin**: 135.5 kJ/mol

Results of the Löwdin charge analysis, in e, for atoms 1 through 6:
1 N 0.179
2 C -0.327
3 C -0.033
4 C -0.161
5 N -0.143
6 C -0.132

=====

> Number 4 is which compound?

C34H42N3O5OsS2Si